Here is a molecular structure, C22H33Cl5KN3O4S3 from the OMol25 dataset. Energies are from ωB97M-V/def2-TZVPD.

Results
LUMO level ... -0.23 eV
Orbital gap ... 6.90 eV

```
71
C22H33Cl5KN3O4S3, DFT ωB97M-V/def2-TZVPD
K 0.1222 -0.2360 -0.0559
C 2.3668 1.8027 -2.4483
O 1.6094 0.6212 -2.3606
C 1.7702 -0.2379 -3.4659
C 1.1316 -1.5755 -3.1371
O -0.2019 -1.4573 -2.6669
C -1.1394 -1.0016 -3.6085
C -2.4346 -0.7734 -2.8763
O -2.2678 0.3565 -2.0327
C -3.3284 0.5181 -1.1081
H 3.4371 1.5839 -2.5219
H 2.1889 2.3669 -1.5339
H 2.0660 2.4067 -3.3148
H 2.8341 -0.4134 -3.6718
H 1.3323 0.2240 -4.3628
H 1.6709 -2.0455 -2.3138
H 1.1775 -2.2188 -4.0254
H -1.2872 -1.7457 -4.4026
H -0.8210 -0.0613 -4.0765
H -2.6689 -1.6569 -2.2718
H -3.2576 -0.6030 -3.5811
H -3.4460 -0.3897 -0.5073
H -4.2733 0.7274 -1.6212
H -3.0636 1.3465 -0.4527
C 0.1795 0.3873 4.0401
C -1.3384 0.5184 4.0690
S -2.1273 0.6757 2.4407
C -3.4214 -0.5842 2.5708
C -2.9632 -2.0287 2.7607
S -1.7659 -2.5984 1.5247
C -0.4758 -3.3118 2.5737
C 0.1396 -2.4139 3.6446
S 0.9005 -0.9002 2.9984
H 0.6230 1.3002 3.6442
H 0.5339 0.2688 5.0671
H -1.7943 -0.3348 4.5712
H -1.5906 1.3999 4.6606
H -4.1109 -0.3167 3.3748
H -3.9825 -0.4884 1.6394
H -2.5168 -2.1583 3.7451
H -3.8414 -2.6766 2.7333
H -0.8651 -4.2167 3.0450
H 0.2875 -3.6235 1.8611
H -0.5903 -2.1356 4.4048
H 0.9092 -2.9948 4.1564
Cl 0.8979 -4.5495 -0.6540
C 2.2489 -3.6643 0.0875
C 2.2034 -2.2894 0.0726
C 3.3054 -1.6818 0.6309
Cl 3.3622 0.0996 0.6473
C 4.3807 -2.3516 1.2057
Cl 5.7267 -1.5131 1.8983
C 4.3560 -3.7474 1.2233
Cl 5.6516 -4.6315 1.9411
C 3.2753 -4.4207 0.6510
Cl 3.2417 -6.1499 0.6695
C -0.2646 5.7217 -1.9535
N -0.0490 4.5596 -1.1246
C 0.3371 4.6256 0.2707
C 0.0804 3.1788 0.7215
O 0.3612 2.7360 1.8122
N -0.5049 2.4939 -0.3133
C -0.5831 3.3323 -1.3328
N -1.1403 2.9746 -2.4910
H 0.4678 6.4811 -1.6883
H -1.2662 6.1459 -1.8304
H -0.1064 5.4750 -3.0037
H -0.2915 5.3137 0.8426
H 1.3834 4.9018 0.4023
H -1.5189 2.0324 -2.5465
H -1.2616 3.6218 -3.2460
```



Here is 2 unconnected molecules or ions with the total composition C22H33N3O6P2S2 from the OMol25 dataset. Energies are from ωB97M-V/def2-TZVPD.

Results
LUMO level ... -1.06 eV
Orbital gap ... 6.99 eV
Structure (SMILES) ... N=P(O)(O)C(=O)O[C@H](CCCSC(=S)N(c1ccccc1)c1ccccc1)P(N)O.CCOCC

```
68
C22H33N3O6P2S2, DFT ωB97M-V/def2-TZVPD
N -1.3462 -4.2051 7.5841
P -2.8150 -3.4851 7.7147
O -4.0061 -4.7725 7.7890
O -2.8956 -2.5450 9.1783
C -2.9841 -2.4098 6.0988
O -2.7807 -3.0680 4.9557
O -3.3569 -0.9972 6.2535
C -2.9733 -0.1778 5.0949
C -1.3970 0.3723 5.1903
C -0.7795 0.7142 3.6740
C 0.7650 0.1704 3.5590
S 1.5672 0.4017 1.8829
C 1.2639 2.1070 1.1706
S 1.2216 3.4563 2.2594
N 1.0815 2.4534 -0.2965
C 0.0787 1.5570 -0.9885
C 0.1755 1.2598 -2.6300
C -0.9084 0.2347 -3.3755
C -2.1331 -0.5435 -2.5604
C -2.2592 -0.2114 -0.9582
C -1.1940 0.7954 -0.2255
C 2.4246 2.4853 -1.0146
C 3.1262 3.8757 -1.5903
C 4.5767 3.7937 -2.4071
C 5.3740 2.3855 -2.6800
C 4.7182 0.9965 -2.0710
C 3.2882 1.0903 -1.2736
P -4.1248 1.3926 5.1711
N -3.4891 2.6987 4.1201
O -5.6794 0.9276 4.4479
H -0.7552 -3.9399 8.4223
H -3.5768 -5.6695 7.5814
H -3.1853 -1.5993 9.0173
H -3.1949 -0.6582 4.0488
H -0.7877 -0.5209 5.6544
H -1.4060 1.3313 5.8783
H -0.8081 1.8876 3.5902
H -1.5256 0.1761 2.9226
H 0.7111 -1.0082 3.7407
H 1.3723 0.6004 4.4666
H 0.9987 1.7498 -3.3298
H -0.8416 0.0214 -4.5318
H -2.8678 -1.2898 -3.1262
H -3.0954 -0.7215 -0.3119
H -1.3002 1.0167 0.9217
H 2.6132 4.9351 -1.4317
H 5.0690 4.7767 -2.8526
H 6.3887 2.2952 -3.2846
H 5.1989 -0.0805 -2.2040
H 2.8193 0.1008 -0.8502
H -3.0774 3.4595 4.7382
H -4.2558 3.0933 3.5203
H -5.5280 0.6434 3.4785
C 1.0356 -1.8618 -9.0018
C 1.3065 -0.5794 -8.2354
O 0.9075 -0.6396 -6.8662
C 1.5377 -1.6379 -6.0677
C 3.0463 -1.4884 -5.9879
H -0.0276 -2.1203 -8.9533
H 1.3217 -1.7457 -10.0523
H 1.5953 -2.7066 -8.5942
H 0.7308 0.2327 -8.6923
H 2.3601 -0.2878 -8.3090
H 1.2556 -2.6353 -6.4175
H 1.1213 -1.5383 -5.0575
H 3.5186 -1.5913 -6.9683
H 3.4720 -2.2526 -5.3296
H 3.3141 -0.4998 -5.5986
```



Here is a molecular structure, C22H33N4O6PPb from the OMol25 dataset. Energies are from ωB97M-V/def2-TZVPD.

Results
LUMO level (alpha / beta) ... -0.87 / -0.85 eV
Orbital gap (alpha / beta) ... 4.83 / 4.87 eV

```
67
C22H33N4O6PPb, DFT ωB97M-V/def2-TZVPD
O 0.0085 0.2076 -5.0184
H -0.4556 -0.0323 -5.8194
Pb 0.3781 -0.1960 -0.0453
N 0.3308 1.9942 0.9741
N 1.7102 1.3699 -1.2616
N -1.4078 -1.2327 1.1363
N -0.6851 -1.9037 -1.3528
O -0.2049 2.0354 2.1243
O -1.4799 -0.9502 2.5272
O 0.0885 -2.4177 -2.4518
O 2.3355 1.0429 -2.2900
C 2.1188 2.4465 -0.5336
C 1.4270 2.7578 0.6864
C -1.5079 -2.5390 0.8199
C -1.0674 -2.9018 -0.5162
C 1.8146 3.8098 1.6663
H 2.0889 3.3555 2.6350
H 0.9434 4.4695 1.8341
H 2.6613 4.3927 1.2835
C 3.3150 3.1039 -1.1082
H 3.0720 3.3413 -2.1637
H 4.1759 2.3999 -1.1334
H 3.5960 4.0068 -0.5681
C -2.0646 -3.5116 1.8115
C -0.9982 -4.3256 -0.9815
H -2.6482 -2.9525 2.5589
H -1.2700 -4.0780 2.3307
H -2.7196 -4.2240 1.2842
H -0.1891 -4.4372 -1.7171
H -1.9549 -4.6104 -1.4582
H -0.8309 -5.0322 -0.1570
H -1.1931 -0.0059 2.5846
H 0.7947 -1.7667 -2.6541
C -0.9362 0.7617 -4.0857
H -0.3467 1.4574 -3.4728
H -1.4044 -0.0275 -3.4689
H -1.7504 1.3426 -4.5501
O -2.1758 1.1365 -0.1140
H -2.9094 0.6085 0.2553
H -2.1285 2.0110 0.3140
C 4.3185 -1.4606 1.1475
P 2.5406 -1.1842 1.3603
C 1.9622 -2.8797 1.6737
C 1.7199 -3.3733 2.9593
C 1.5223 -4.7372 3.1495
C 1.5551 -5.6158 2.0683
C 1.7633 -5.1186 0.7794
C 1.9669 -3.7598 0.5686
C 2.4261 -0.1840 2.8791
C 3.3604 0.8657 2.9830
C 3.3807 1.6660 4.1211
C 2.4250 1.4905 5.1280
C 1.4042 0.5563 4.9474
C 1.3643 -0.2361 3.8013
H 4.4806 -2.1713 0.3258
H 4.6884 -1.8837 2.0972
H 4.8518 -0.5314 0.9153
H 1.7359 -2.6897 3.8084
H 1.3798 -5.1212 4.1604
H 1.4415 -6.6908 2.2214
H 1.8037 -5.8041 -0.0740
H 2.1751 -3.3770 -0.4422
H 4.0543 1.0581 2.1575
H 4.1525 2.4333 4.2147
H 2.4680 2.1052 6.0300
H 0.6131 0.4569 5.6976
H 0.5031 -0.8890 3.6214
```



Here is 6 unconnected molecules or ions with the total composition C22H33N5O5 from the OMol25 dataset. Energies are from ωB97M-V/def2-TZVPD.

Results
LUMO level ... 0.52 eV
Orbital gap ... 10.60 eV
Structure (SMILES) ... C#CCCCOC(=O)OCCCCOC(C)=O.CC#N.CC#N.CC#N.CC#N.CC#N

```
65
C22H33N5O5, DFT ωB97M-V/def2-TZVPD
C -0.4953 -1.1909 4.0795
C -0.6841 -1.7318 3.0349
C -0.8898 -2.4091 1.7590
C -1.1628 -1.4445 0.5858
C -0.1828 -1.6840 -0.5615
O -0.0030 -0.4665 -1.2908
C 0.8437 -0.5513 -2.3137
O 1.3647 -1.5737 -2.6894
O 1.0252 0.6488 -2.8792
C 2.4253 0.9176 -3.1493
C 2.6261 2.4161 -3.3769
C 3.9601 2.9004 -2.7641
C 4.8386 3.6608 -3.7446
O 4.5132 5.0669 -3.7258
C 5.6326 5.8389 -3.8678
C 5.9257 6.7262 -2.6886
O 6.3246 5.7882 -4.8476
H -0.1980 -0.7101 4.9833
H -1.7338 -3.0870 1.8861
H -0.0215 -3.0423 1.5673
H -2.1541 -1.6989 0.2132
H -1.1995 -0.4056 0.8960
H -0.5643 -2.4801 -1.1961
H 0.7828 -1.9870 -0.1580
H 2.9922 0.5970 -2.2778
H 2.7542 0.3697 -4.0279
H 1.7690 2.9951 -3.0461
H 2.7041 2.5713 -4.4533
H 3.7460 3.5321 -1.9036
H 4.5677 2.0645 -2.4174
H 4.7585 3.2490 -4.7505
H 5.8710 3.5026 -3.4283
H 6.9775 6.5843 -2.4525
H 5.7150 7.7659 -2.9196
H 5.3337 6.4136 -1.8335
C -4.5206 -3.5012 4.2170
C -4.3388 -2.6706 3.0416
N -4.2148 -1.9957 2.1240
H -5.5785 -3.7248 4.3372
H -3.9672 -4.4322 4.1069
H -4.1602 -2.9789 5.0966
C -1.2179 -4.5343 7.2181
C -2.6578 -4.3147 7.1784
N -3.7891 -4.1400 7.1483
H -0.8509 -4.7556 6.2177
H -0.7199 -3.6411 7.5891
H -0.9908 -5.3702 7.8766
C -6.1525 -0.7304 -0.2854
C -7.1345 0.3383 -0.1534
N -7.9089 1.1765 -0.0515
H -5.7667 -1.0028 0.6948
H -6.6186 -1.6030 -0.7397
H -5.3252 -0.4022 -0.9113
C -8.9198 -1.6836 3.1946
C -7.9836 -2.7991 3.1475
N -7.2359 -3.6656 3.0966
H -9.2586 -1.4435 2.1885
H -9.7781 -1.9494 3.8081
H -8.4308 -0.8102 3.6213
C 8.4695 2.1124 -5.3812
C 7.7566 1.5193 -4.2572
N 7.1840 1.0666 -3.3711
H 8.6131 1.3673 -6.1609
H 7.8943 2.9463 -5.7817
H 9.4400 2.4762 -5.0507
```



Number 1: calculated total energy -147453.36683 eV. Number 2: calculated total energy -80331.43485 eV. Number 3: calculated total energy -56122.12549 eV. Number 4: calculated total energy -41033.57888 eV.